# 1
A molecular structure, C11H20Cl2N2O2PSeTl at a distorted geometry, computed with ωB97M-V/def2-TZVPD.

Each line ends with the Mulliken charge.
Cartesian coordinates (Å):
C1 0.61386 4.05309 -5.25078  -0.94
C2 0.63369 3.43710 -3.88453  0.68
H1 1.39327 3.57461 -5.84568  0.28
H2 0.81804 5.13266 -5.20060  0.33
H3 -0.35848 3.87850 -5.73408  0.31
O1 1.35578 2.55489 -3.47068  -0.49
Cl1 -0.60409 4.16528 -2.84160  -0.17
Tl1 0.07861 0.15114 -0.20655  1.21
P1 -1.60691 -1.37866 -1.37492  0.36
C3 -1.22617 -3.13222 -1.69662  -1.12
C4 -3.21667 -1.39393 -0.50688  -1.09
H4 -2.23906 0.40785 -2.88118  0.38
H5 -2.79414 -1.20139 -3.50031  0.42
H6 -1.06523 -0.70355 -3.64312  0.37
C5 -1.96917 -0.65285 -3.01374  -1.11
H7 -3.51925 -0.35395 -0.30418  0.35
H8 -3.98108 -1.90018 -1.12078  0.42
H9 -2.05356 -3.61667 -2.24708  0.40
H10 -1.07020 -3.66184 -0.74168  0.38
H11 -3.10927 -1.92194 0.45505  0.35
H12 -0.30136 -3.21200 -2.29169  0.37
C6 1.29294 -1.66485 -0.10405  0.16
O2 1.96851 -2.58379 0.09322  -0.16
Cl2 -1.71291 1.88947 -0.42705  -0.45
C7 3.60420 -0.35314 2.32365  -0.71
N1 2.39208 -0.41342 3.10848  0.30
C8 2.20793 -1.19337 4.23117  -0.34
C9 0.95355 -0.91096 4.70900  -0.53
N2 0.41175 0.03843 3.87020  0.19
C10 -0.89307 0.62430 4.05239  -0.80
C11 1.32986 0.41709 2.93407  -0.31
Se1 1.22974 1.78235 1.69768  0.04
H13 3.40311 -0.63569 1.28208  0.23
H14 4.30297 -1.06308 2.77647  0.29
H15 4.01129 0.66768 2.34345  0.39
H16 2.95929 -1.85489 4.57961  0.47
H17 0.41496 -1.28017 5.54171  0.54
H18 -1.66060 -0.16053 4.01808  0.34
H19 -0.94707 1.12107 5.03057  0.34
H20 -1.04717 1.34755 3.24088  0.30

As for the molecular weight: 597.52 u. Its orbital gap is 0.2409 Ha. Its net charge is +2. Its electronic energy is -4526.19241 a.u. Its energy relative to the best compared isomer or geometry (same formula, charge and spin) is 0.0 kcal per mole. Its lowest unoccupied orbital energy is -8.597 eV. The multiplicity is 1.

=====

# 2
A molecular structure, C11H20Cl2N2STc at a distorted geometry, computed with ωB97M-V/def2-TZVPD.

Each line ends with the Mulliken charge.
Cartesian coordinates (Å):
Tc1 -0.71287 1.14203 -0.11035  0.04
Cl1 0.80119 2.49113 -1.04715  -0.42
Cl2 -0.54766 1.99405 2.00053  -0.47
C1 1.01119 -0.29850 -0.30075  -0.41
H1 1.35801 -0.66659 -1.39112  -0.34
H2 1.83129 -0.04406 0.37939  0.66
C2 -0.83829 0.05770 -1.96839  -0.40
C3 0.59585 -0.77573 -2.39549  0.30
H3 -1.54528 -0.78347 -1.83082  0.42
C4 1.23919 -0.28359 -3.65407  -0.83
H4 0.31600 -1.83642 -2.44625  0.37
C5 0.91140 1.14243 -4.09580  -0.52
H5 2.32955 -0.38437 -3.57530  0.32
H6 0.94001 -0.96857 -4.46809  0.34
C6 -0.58505 1.40376 -4.21838  -0.57
H7 1.34645 1.85782 -3.38840  0.13
H8 1.37843 1.32987 -5.06920  0.40
C7 -1.43108 0.99979 -2.99320  -0.61
H9 -0.75163 2.46591 -4.43386  0.28
H10 -0.96475 0.86009 -5.09627  0.35
H11 -1.81700 1.90664 -2.50598  0.16
H12 -2.32524 0.49532 -3.38754  0.24
S1 -0.20917 -1.23730 0.49509  -0.31
C8 -0.13326 -1.12908 2.27350  0.26
N1 -1.28693 -1.17848 2.93053  -0.09
C9 -1.42867 -0.79193 4.33490  -0.55
C10 -0.15663 -0.13879 4.82347  -0.47
C11 1.06514 -0.90168 4.36961  -0.67
N2 1.01427 -1.05431 2.91828  -0.05
H13 -2.11722 -1.26329 2.35369  0.25
H14 -1.64732 -1.69381 4.91757  0.35
H15 -2.28386 -0.11491 4.41693  0.32
H16 -0.17329 -0.08716 5.91414  0.37
H17 -0.11294 0.88648 4.44060  0.17
H18 1.08611 -1.89319 4.83689  0.28
H19 1.98979 -0.37658 4.61806  0.41
H20 1.85427 -1.13124 2.35322  0.28

As for the molecular weight: 381.27 u. Its orbital gap (spin up / spin down) is 0.2305 / 0.2240 Ha. Its expectation value of S² is 3.8145. Its electronic energy is -1939.80803 a.u. Its lowest unoccupied orbital energy (spin up / spin down) is -0.022 / -0.046 eV. The multiplicity is 4.

=====

# 3
A molecular structure, C11H20ClIN2O2PTi at a distorted geometry, computed with ωB97M-V/def2-TZVPD.

Each line ends with the Mulliken charge.
Cartesian coordinates (Å):
C1 0.11112 -0.60425 -1.87439  -1.45
C2 -1.02159 0.38489 -1.40533  0.95
H1 0.27444 -0.35915 -2.97548  0.39
H2 -0.13381 -1.65671 -1.93396  0.68
H3 1.16147 -0.37944 -1.43327  0.54
O1 -1.44812 1.05801 -2.36578  -0.34
I1 -2.27814 1.36578 2.24822  0.28
Ti1 1.28902 -1.50445 0.21675  0.73
P1 -1.89989 -1.67100 0.04115  0.63
C3 -3.49588 -0.74957 -0.03452  -1.23
C4 -2.22423 -2.69407 -1.46628  -1.30
H4 -1.45938 -3.48397 1.52514  0.40
H5 -3.17927 -3.46439 0.93256  0.47
H6 -2.64135 -2.30769 2.22093  0.36
C5 -2.33982 -2.85689 1.31924  -0.91
H7 -1.41799 -3.42328 -1.58391  0.44
H8 -3.17255 -3.22180 -1.29751  0.57
H9 -4.30083 -1.48517 -0.21050  0.53
H10 -3.52606 0.02543 -0.81588  0.39
H11 -2.31200 -2.08352 -2.37256  0.37
H12 -3.68850 -0.26269 0.94201  0.30
C6 -1.35953 1.19707 -0.00695  0.00
O2 -1.59796 2.41798 -0.14802  -0.36
Cl1 1.76774 -3.57028 0.68499  -0.09
C7 2.49388 4.07989 -0.60709  -1.26
C8 2.36422 2.74855 0.02188  0.74
C9 3.16711 2.19352 1.00745  -0.84
C10 2.68093 0.90260 1.26100  0.43
N1 1.70313 0.64711 0.33737  -0.07
N2 1.51043 1.78613 -0.30574  0.19
C11 3.04056 -0.09484 2.25479  -1.32
H13 2.55540 4.91596 0.13119  0.38
H14 3.41483 4.20190 -1.22920  0.34
H15 1.65025 4.31908 -1.27019  0.35
H16 4.05752 2.64492 1.49974  0.49
H17 0.77422 1.99862 -0.94797  0.12
H18 4.05803 -0.47435 2.05706  0.35
H19 3.09381 0.39164 3.24554  0.37
H20 2.32880 -0.93158 2.33751  0.37

As for the molecular weight: 453.49 u. Its orbital gap (spin up / spin down) is 0.1377 / 0.1361 Ha. Its net charge is +3. Its electronic energy is -2638.48228 a.u. Its lowest unoccupied orbital energy (spin up / spin down) is -14.784 / -14.806 eV. The multiplicity is 1.

=====

# 4
C11H20FI in the gas phase at a distorted geometry, computed with ωB97M-V/def2-TZVPD.

Each line ends with the Mulliken charge.
Cartesian coordinates (Å):
C1 -0.90168 0.42304 1.84089  -1.01
C2 0.27163 -0.12563 1.20561  -0.86
C3 -2.25651 -0.20280 1.55289  -0.29
C4 0.72781 0.31933 -0.19734  2.70
C5 -0.12561 -0.50729 -1.17514  -0.11
C6 -2.54461 0.22464 0.16967  -0.26
C7 0.49544 1.77289 -0.32605  -1.46
C8 -0.71272 -0.04317 -2.49933  -1.36
C9 -0.49614 -1.95615 -0.99995  -1.70
C10 3.33538 0.17980 0.74539  -1.30
C11 2.21749 -0.14323 -0.30493  -0.82
F1 -2.87537 1.56392 0.12456  -0.30
I1 -4.02816 -0.88157 -1.02137  -0.05
H1 -0.82193 0.23608 2.96119  0.31
H2 -0.79352 1.55708 1.74216  0.40
H3 1.13187 0.11098 1.90068  0.23
H4 0.33867 -1.18582 1.10549  0.59
H5 -2.21901 -1.27707 1.77428  0.33
H6 -3.15728 0.32187 2.12016  0.32
H7 1.36602 2.24622 0.10962  0.32
H8 -0.45727 1.91406 0.28254  0.21
H9 0.28609 2.20886 -1.30081  0.43
H10 0.04926 -0.36684 -3.24011  0.37
H11 -0.76998 1.02778 -2.37119  0.32
H12 -1.75272 -0.43346 -2.68029  0.21
H13 -0.86192 -2.36532 -1.97278  0.42
H14 -1.33537 -1.95053 -0.32120  0.26
H15 0.22949 -2.59575 -0.62630  0.40
H16 4.32173 0.13982 0.31701  0.38
H17 3.44147 -0.34128 1.71172  0.31
H18 3.07403 1.21266 1.01133  0.31
H19 2.19374 -1.28799 -0.41524  0.24
H20 2.62972 0.20487 -1.22316  0.49

As for the molecular weight: 298.18 u. Its orbital gap (spin up / spin down) is 0.3167 / 0.2451 Ha. Its electronic energy is -828.49630 a.u. Its energy relative to the best compared isomer or geometry (same formula, charge and spin) is 75.3 kcal per mole. Its lowest unoccupied orbital energy (spin up / spin down) is 0.514 / -0.364 eV. The multiplicity is 1.

=====

# 5
3 unconnected molecules or ions with the total composition C11H20FN2O6PS at a distorted geometry, computed with ωB97M-V/def2-TZVPD.

Each line ends with the Mulliken charge.
Cartesian coordinates (Å):
O1 0.76785 5.26079 -3.52264  -0.48
C1 -0.07501 4.69479 -2.61797  0.50
F1 -0.52735 5.57040 -1.51268  -0.21
C2 -0.55560 3.12512 -2.85747  -0.49
C3 -0.04007 2.08281 -1.70298  0.39
P1 -0.97121 1.93266 -0.04344  0.39
S1 -2.12079 3.44561 0.39529  -0.39
C4 1.55707 1.93806 -1.36449  -0.36
O2 2.05676 1.23726 -2.58007  -0.32
C5 1.03131 0.20919 -2.81862  0.55
O3 1.36973 -0.96340 -3.36409  -0.55
O4 -0.24692 0.74805 -2.32872  -0.36
H1 -1.71929 3.03757 -3.09734  0.40
H2 -0.01779 2.79113 -3.86988  0.27
H3 -1.81544 0.73988 0.06047  -0.06
H4 0.05331 1.76256 0.99561  0.08
H5 1.91968 3.05783 -1.36357  0.33
H6 1.69605 1.29623 -0.39138  0.27
C6 4.73526 -2.70048 1.90615  -0.93
N1 3.93670 -1.54496 1.55409  0.15
C7 4.23626 -0.83691 0.32679  -0.86
C8 2.90243 -1.09886 2.34908  0.09
O5 2.18987 -0.13222 2.11153  -0.55
H7 5.78059 -2.39298 2.00113  0.33
H8 4.64319 -3.44925 1.11406  0.33
H9 4.40232 -3.13663 2.85230  0.29
H10 4.48310 0.20167 0.56624  0.29
H11 3.35131 -0.84928 -0.31640  0.21
H12 5.07644 -1.30437 -0.19383  0.38
H13 2.76107 -1.70872 3.25652  0.26
C9 -5.07366 -3.02871 1.13603  -0.91
N2 -4.29750 -1.81578 1.28843  0.16
C10 -3.02148 -1.71367 0.61117  -0.86
C11 -4.73445 -0.75751 2.05646  0.10
O6 -4.13027 0.29338 2.22732  -0.55
H14 -4.48569 -3.87411 1.50465  0.32
H15 -5.30012 -3.17337 0.07570  0.32
H16 -6.01018 -2.97097 1.69806  0.30
H17 -2.23560 -1.55263 1.35506  0.36
H18 -3.04596 -0.85530 -0.06675  0.15
H19 -2.81081 -2.62464 0.04440  0.39
H20 -5.71511 -0.94024 2.52578  0.26

As for the molecular weight: 358.33 u. Its orbital gap is 0.3113 Ha. Its SMILES is O=C(F)C[C@]1([PH2]=S)COC(=O)O1.CN(C)C=O.CN(C)C=O. Its electronic energy is -1831.33435 a.u. Its lowest unoccupied orbital energy is -0.194 eV. The multiplicity is 1.

=====

# 6
A molecular structure, C11H20FeN3P2 at a distorted geometry, computed with ωB97M-V/def2-TZVPD.

Each line ends with the Mulliken charge.
Cartesian coordinates (Å):
C1 1.47867 -0.20243 -3.16645  -0.74
C2 0.35105 0.28462 -3.99998  -1.09
C3 -0.61392 -0.74978 -4.04885  -0.65
C4 -0.19335 -1.80698 -3.25658  -0.32
C5 1.02641 -1.46541 -2.60416  -1.12
Fe1 -0.03457 0.18916 -1.80786  -0.40
P1 0.14053 2.39455 -1.78215  -0.44
H1 2.40700 0.35063 -3.02872  0.56
H2 0.31667 1.21570 -4.47317  0.85
H3 -1.54308 -0.75459 -4.61385  0.47
H4 1.54514 -2.11941 -1.91419  0.66
H5 -0.70110 -2.74214 -3.07299  0.49
H6 -1.17716 2.84156 -1.49110  0.01
H7 0.19246 2.91121 -3.10585  0.00
H8 1.12265 3.18755 -1.07998  0.16
C6 0.86604 -1.07503 2.89049  -1.22
N1 1.10232 0.34395 2.55107  1.18
C7 -0.03466 1.18536 2.97132  -2.03
N2 -1.34015 0.69307 2.49949  0.95
C8 -1.51045 -0.73302 2.85503  -1.15
N3 -0.41916 -1.63568 2.39104  0.49
C9 -0.42240 -1.76558 0.93281  -1.45
P2 -0.12503 -0.13542 0.26490  3.37
C10 1.41406 0.52905 1.14980  -1.81
C11 -1.48299 0.88786 1.05802  -1.45
H9 0.87665 -1.16291 3.97842  0.29
H10 1.70047 -1.63491 2.45673  0.32
H11 0.11417 2.19427 2.56755  0.52
H12 -0.03843 1.20679 4.07208  0.36
H13 -2.45356 -1.04351 2.39149  0.33
H14 -1.57251 -0.81563 3.94212  0.26
H15 0.32858 -2.48016 0.58929  0.20
H16 -1.36685 -2.17980 0.58009  0.31
H17 1.54761 1.57862 0.88247  0.57
H18 2.32565 -0.02063 0.89713  0.12
H19 -2.48976 0.59367 0.75848  -0.02
H20 -1.33698 1.93540 0.76607  0.42

As for the molecular weight: 312.09 u. Its orbital gap (spin up / spin down) is 0.0921 / 0.2680 Ha. Its net charge is -1. Its expectation value of S² is 6.0481. Its electronic energy is -2541.64307 a.u. Its lowest unoccupied orbital energy (spin up / spin down) is 3.272 / 3.159 eV. The multiplicity is 5.